{"formula": "C26H78O13", "method": "the ωB97M-V functional and the def2-TZVPD basis", "symbols": ["C", "C", "H", "H", "H", "C", "H", "H", "H", "C", "O", "H", "H", "H", "C", "C", "H", "H", "H", "C", "H", "H", "O", "H", "H", "H", "H", "H", "H", "H", "H", "O", "H", "C", "H", "H", "H", "H", "H", "C", "H", "H", "O", "H", "C", "H", "H", "H", "H", "H", "O", "H", "C", "H", "C", "C", "H", "H", "O", "H", "H", "H", "H", "O", "O", "H", "C", "H", "C", "C", "H", "H", "H", "H", "H", "H", "H", "C", "H", "H", "H", "O", "H", "H", "H", "C", "C", "H", "C", "H", "H", "H", "O", "O", "H", "H", "H", "H", "O", "C", "C", "H", "H", "H", "H", "H", "H", "C", "H", "H", "H", "O", "C", "C", "C", "H", "H"], "xyz": [[1.555639, -0.234670, 7.599750], [-4.436961, 3.166720, 0.529700], [0.887879, -1.070240, 7.809560], [1.032039, -2.203790, -1.415080], [-0.462141, -0.006360, -1.768910], [0.207709, 2.877990, 3.330890], [2.984069, -0.075140, 3.542100], [-2.907791, 1.677530, 0.155010], [0.517299, 0.521100, 4.688400], [4.090429, -3.755150, 1.751820], [5.975599, -0.733330, 2.297450], [3.942489, -1.491100, 3.959480], [4.377539, -3.420720, 2.748730], [2.430719, 1.812670, -1.612810], [-1.671881, -1.877010, -5.357880], [-4.690381, -0.072630, 2.681390], [1.530749, -0.499940, -5.066190], [1.703369, 0.300650, 8.537670], [-5.368691, 0.417530, -3.031940], [-1.828701, 2.440410, -2.892300], [2.005319, -0.329000, 0.561770], [0.259509, 0.807630, -5.057050], [2.494619, 1.771320, -6.165400], [-1.524001, -0.813690, -5.169220], [-0.222731, 3.609420, 4.014870], [5.423869, 0.446230, 3.799510], [-3.283861, -2.095820, -3.945130], [4.748349, 0.973410, 2.195880], [-0.192791, 0.924000, 0.255210], [6.026479, -0.518570, 1.363170], [2.063059, -3.996670, -0.201550], [4.866459, 2.734700, -0.060850], [-2.558371, 3.491830, 2.279880], [4.980699, 0.135640, 2.853340], [1.927739, 2.668160, 4.387980], [-2.051191, 2.070980, -4.974160], [-3.404711, -0.741050, -0.355650], [1.545189, 1.566030, 6.412890], [4.258319, 3.354340, -1.923620], [2.320549, 1.498930, -4.789850], [-2.801771, 3.616990, -4.512370], [-3.581361, 2.062620, -4.226200], [-5.589141, -1.096330, 2.647250], [2.389849, -2.465960, -3.469810], [-5.137811, -0.799330, -1.583910], [-4.653641, 3.242830, -0.535830], [4.721569, -4.597620, 1.468970], [2.522629, -0.611760, 7.266810], [1.000129, -0.687910, 2.031560], [0.882039, 0.313390, -3.610610], [-0.349771, 1.568770, 3.402240], [2.555379, -5.034750, -3.467990], [1.718289, 2.878390, 3.339150], [1.686199, 2.104880, -6.561360], [-2.625671, 2.586330, -4.204430], [3.888389, 3.320330, -0.898880], [-3.181761, -1.673180, 2.689780], [-0.698511, -2.261780, -5.662170], [-1.803581, 1.084420, -2.437910], [-1.275331, 1.566730, 3.147420], [-2.340601, -1.932130, -6.216880], [0.663199, -2.474100, -3.414790], [-1.058871, -0.584090, 0.496440], [-2.247121, -3.856420, -4.116790], [0.037909, -0.581350, -1.185020], [-2.557631, -0.106030, 2.807020], [1.588259, -4.553430, -3.613270], [-2.316481, 3.290640, 0.219900], [0.951949, 0.660820, 6.542310], [2.666819, -4.269850, 1.699430], [3.452609, -1.153020, 2.242430], [2.482079, -5.092280, 2.390500], [-5.839001, -1.573000, -1.896730], [3.856939, 4.363970, -0.585930], [1.717079, 3.282940, -1.130150], [-5.160351, 2.514150, 1.018540], [3.241319, 1.202900, -4.287190], [1.087419, -0.771880, 0.948310], [2.095569, 2.053450, 2.734810], [-4.382361, -2.236820, -0.189410], [-2.204951, -4.223100, -3.230580], [0.915919, -0.044330, 5.353980], [-2.680091, 0.694670, -2.399940], [-5.605171, -0.225700, -0.783520], [2.156519, 3.848490, 3.104710], [-3.409211, -0.703480, 3.132540], [-3.982431, -1.498880, -0.884830], [1.980679, -3.555820, 2.154920], [-2.284631, -2.481670, -4.147020], [0.837429, -5.148430, -3.093330], [1.402139, -4.567280, -4.687170], [-0.052481, 0.976710, 6.824140], [2.380189, -4.713260, 0.352990], [-2.652171, 2.565080, 2.047650], [-4.592121, 0.326190, 1.671740], [-0.014131, 3.145360, 2.297740], [2.072339, 2.463960, -4.348030], [-4.540461, 4.160180, 0.966080], [-4.643721, -0.034660, -2.594280], [-3.014081, 2.610460, 0.708570], [3.780189, -0.732920, 3.193380], [-3.349731, -0.840050, 4.212310], [5.658659, 3.223670, -0.295220], [2.111439, 2.241330, 0.078130], [-6.346661, -0.684310, 2.225340], [-1.732481, -2.177850, -3.257680], [-3.311101, -1.882990, -1.652870], [1.539839, -3.045430, -3.109560], [1.096559, -1.850290, 0.789990], [-2.279251, 3.165830, -2.214900], [-4.960961, 0.747820, 3.346030], [1.465459, -3.005790, -1.716010], [-0.116671, -0.158360, 0.151310], [2.524109, 2.600000, -0.864820], [1.202339, 0.449600, -4.643540], [-0.765621, 2.659280, -2.992600], [4.257949, -2.937890, 1.050300]], "forces_ev_per_angstrom": [[-0.070, 0.137, 0.280], [0.577, -0.365, -0.020], [0.077, -0.106, -0.113], [-0.298, 0.549, -0.206], [-0.575, 0.357, -0.258], [-0.452, 0.155, -2.834], [-0.226, -0.112, 0.186], [0.046, -0.398, 0.644], [-0.408, 0.101, -0.562], [0.055, -0.600, 0.241], [0.310, 0.430, -0.653], [0.293, 0.060, -0.236], [0.003, -0.010, -0.034], [0.347, -0.249, 0.196], [-0.075, 0.633, -0.918], [1.978, 0.360, -0.209], [-0.264, 0.064, -0.069], [0.018, 0.098, 0.034], [-0.463, 0.577, -0.425], [-0.838, -0.126, -0.709], [0.114, -0.083, 0.208], [0.170, -0.012, -0.712], [1.373, -0.270, -0.693], [-0.084, 0.117, 0.071], [-0.090, -0.184, 0.236], [-0.045, 0.715, -0.059], [-0.318, 0.101, -0.469], [-0.036, 0.008, 0.079], [0.233, 0.146, -0.104], [0.146, -0.205, -0.101], [-0.077, 0.397, -0.323], [0.201, -0.602, 0.004], [0.014, 0.054, 0.446], [0.367, -1.497, 1.284], [0.911, -0.146, 0.065], [0.101, 0.153, -0.378], [0.094, -0.052, 0.320], [0.249, 0.294, 0.193], [-0.126, -0.232, -0.279], [-1.656, 0.273, -0.012], [0.150, 0.033, 0.177], [-0.135, 0.119, 0.615], [-2.330, -0.893, -0.029], [0.400, -0.176, -0.118], [-0.032, -1.611, 2.274], [-0.230, -0.078, -0.047], [0.274, 0.136, -0.065], [-0.041, -0.056, -0.037], [-0.019, 0.552, -0.068], [0.523, -0.279, 0.329], [1.163, -0.371, 1.376], [0.096, 0.292, 0.286], [-0.441, -0.810, 1.779], [-0.169, -0.064, 0.343], [0.949, -0.703, -0.361], [-0.743, 0.179, 0.119], [-0.599, -0.104, -0.213], [-0.028, -0.351, 0.288], [0.431, 0.335, 0.229], [-0.317, 0.433, -0.291], [-0.003, -0.166, -0.110], [-0.267, -0.479, -0.894], [-0.125, 0.058, 0.461], [-0.150, -2.355, -1.073], [0.834, -0.177, -0.322], [0.099, 0.303, 0.275], [-0.153, 1.626, 0.191], [0.104, 0.118, -0.405], [0.121, 0.185, 0.571], [-0.065, 0.007, -0.448], [-0.183, -0.394, 0.314], [0.517, -0.581, -0.301], [-0.271, 0.100, -0.390], [-0.779, 0.225, -0.004], [0.197, 0.499, -0.381], [-0.080, -0.029, -0.144], [0.218, -0.283, -0.637], [-1.232, 0.341, -0.543], [0.124, 0.249, -0.132], [0.345, -0.132, -0.032], [-0.048, 0.388, 0.021], [0.198, -0.818, -0.646], [-0.773, 0.007, -0.146], [-0.556, 0.421, -0.162], [-0.184, -0.127, -0.252], [1.548, 0.248, 0.107], [0.072, 0.608, -0.504], [-0.376, 0.629, -0.775], [0.389, 1.013, 2.099], [-0.069, 0.141, -0.079], [-0.191, -0.031, -0.016], [-0.233, 0.088, 0.250], [-0.135, -0.260, 1.540], [0.346, -0.631, 1.270], [0.284, 0.343, -0.135], [-0.541, 0.895, -0.049], [-0.394, -0.048, 0.606], [0.103, 0.113, 0.047], [1.077, 0.743, -1.089], [-0.938, 1.166, -1.767], [-0.614, 1.208, -0.690], [-0.088, 0.112, 0.036], [0.362, -0.236, 0.335], [0.879, -0.222, 0.367], [-0.687, -0.576, -0.061], [0.371, 0.668, 0.081], [-0.029, -0.567, 0.227], [-0.364, -0.895, -0.427], [0.099, -0.040, -0.338], [0.105, -0.333, 0.726], [-0.177, 0.151, 0.142], [0.710, -0.825, 1.272], [0.519, -1.120, 1.025], [-0.396, 0.543, -0.319], [0.200, 0.648, 0.883], [-0.102, 0.411, -0.274], [-0.095, -0.038, 0.005]], "mulliken_charge": [-1.30, -1.72, 0.30, 0.36, -0.38, 0.00, -0.21, -0.62, 0.16, -0.85, -0.54, 0.39, 0.29, -0.04, -1.08, 0.49, 0.23, 0.38, -0.97, -0.67, 0.25, 0.14, -0.57, -0.02, 0.32, 0.29, 0.47, 0.13, 0.15, 0.31, 0.44, -0.46, 0.13, -0.32, 0.23, 0.24, -0.43, 0.23, 0.32, -0.45, 0.45, 0.11, -0.46, 0.24, -1.33, 0.35, 0.42, 0.29, 0.20, -0.42, 0.08, 0.37, -0.87, 0.31, -1.59, -0.53, 0.34, 0.28, 0.85, 0.05, 0.45, -0.49, 0.02, -0.64, 0.16, -0.15, -1.37, 0.83, 0.05, -0.11, -0.60, 0.36, 0.39, 0.35, 0.37, 0.08, 0.35, -1.02, -0.10, 0.57, 0.34, -0.42, -0.49, 0.33, 0.43, -0.90, 0.13, 0.09, 0.77, 0.30, 0.38, 0.26, -0.48, -0.32, -0.55, 0.14, 0.23, 0.57, 1.92, 0.38, 0.54, 0.35, 0.28, -0.18, 0.35, -0.64, -0.41, 0.71, 0.10, 0.11, 0.36, -0.52, 0.35, -0.19, 0.16, 0.13, 0.12], "total_charge": -1, "e_above_lowest_kcal_mol": 21.28, "s_squared": 0.750, "e_tot_ev": -54839.84941, "lumo_energy_ev": [2.0, 1.9], "multiplicity": 2, "orbital_gap_ev": [1.8383, 9.6968], "homo_ev": [0.134, -7.751]}